(1)
Here is C50H57FGe2HfNO5S5 as an isolated structure in a non-equilibrium geometry from the OMol25 dataset. Energies are from ωB97M-V/def2-TZVPD.

Atoms and positions in Å:
Hf  2.49350  2.75110  2.81629
C  2.16104  -0.47928  -6.63037
C  0.96330  -0.06880  -5.84294
C  0.79562  1.27261  -5.52361
C  -0.28324  1.73781  -4.77507
C  -0.44165  3.22219  -4.49437
C  -1.20297  0.79722  -4.27501
C  -1.01703  -0.57308  -4.50819
C  -1.92512  -1.59894  -3.87476
C  0.05659  -0.98626  -5.30276
C  -2.41155  1.25095  -3.51341
C  -3.52294  1.61871  -4.27046
C  -4.68044  2.06952  -3.67328
C  -4.76051  2.11311  -2.29051
C  -3.66034  1.76520  -1.50294
C  -2.46660  1.33602  -2.10655
Ge  -0.79448  1.28028  -1.00387
S  -0.11218  3.27508  -0.71119
S  0.95191  -0.11169  -1.70187
Ge  1.05425  -0.66369  0.49869
S  2.61763  0.26267  1.71257
S  -1.04288  0.07643  0.97291
C  1.26655  -2.62504  0.75186
C  0.68955  -3.25191  1.87678
C  0.78863  -4.65393  2.04170
C  1.46288  -5.39685  1.10066
C  2.09899  -4.79159  0.03144
C  2.02544  -3.40948  -0.14900
C  2.79663  -2.85283  -1.30849
C  2.26596  -3.00904  -2.60422
C  0.91046  -3.58564  -2.82510
C  3.04505  -2.65100  -3.69736
C  4.31192  -2.11818  -3.54903
C  5.13914  -1.72194  -4.72880
C  4.82984  -2.01017  -2.27693
C  4.09548  -2.34764  -1.13023
C  4.79457  -2.32469  0.21714
C  -0.05977  -2.56586  2.98576
C  0.64247  -2.09156  4.08854
C  2.13072  -2.24801  4.20035
C  -0.06774  -1.48889  5.12357
C  -1.44627  -1.36378  5.10433
C  -2.17619  -0.63846  6.19796
C  -2.12849  -1.90634  4.00244
C  -1.46168  -2.51390  2.94371
C  -2.21425  -3.14015  1.79988
C  -3.80349  1.91394  -0.01637
C  -4.16346  0.83319  0.79802
C  -4.41693  -0.51523  0.17531
C  -4.22133  1.01344  2.18359
C  -3.97552  2.22995  2.77831
C  -3.84793  2.37689  4.27518
C  -3.72035  3.31933  1.94264
C  -3.65748  3.19191  0.56304
C  -3.46241  4.40331  -0.31122
H  2.28804  0.15545  -7.50855
H  2.02101  -1.50485  -6.99480
H  3.05591  -0.47613  -6.02485
H  1.50894  2.00164  -5.91803
H  0.38980  3.78776  -4.91230
H  -0.51231  3.42066  -3.40640
H  -1.37591  3.59346  -4.92198
H  -2.95468  -1.31878  -4.02057
H  -1.80731  -1.63271  -2.78860
H  -1.73855  -2.59599  -4.30164
H  0.19457  -2.04058  -5.58052
H  -3.47329  1.52734  -5.34144
H  -5.51858  2.38597  -4.27402
H  -5.67028  2.40958  -1.78252
H  0.28487  -5.10204  2.88707
H  1.56098  -6.47627  1.23281
H  2.69412  -5.37322  -0.67183
H  0.13460  -2.94952  -2.36984
H  0.80284  -4.59200  -2.39091
H  0.70717  -3.61734  -3.89066
H  2.65653  -2.79445  -4.69711
H  4.77301  -2.16140  -5.65077
H  6.19695  -2.04942  -4.59757
H  5.18898  -0.63401  -4.87951
H  5.85193  -1.62579  -2.15641
H  5.83031  -2.04138  0.06420
H  4.71549  -3.29505  0.73448
H  4.37265  -1.59870  0.90049
H  2.37909  -3.29863  4.31013
H  2.48806  -1.70624  5.06411
H  2.60419  -1.85427  3.31836
H  0.51290  -1.10524  5.96702
H  -1.50241  0.00760  6.78359
H  -2.66358  -1.33874  6.89969
H  -2.96322  0.00248  5.79100
H  -3.21206  -1.81309  3.91777
H  -3.28165  -2.87991  1.84476
H  -2.12775  -4.23561  1.83144
H  -1.82924  -2.79695  0.83755
H  -5.13538  -0.45048  -0.64077
H  -4.80515  -1.19930  0.91916
H  -3.48369  -0.90189  -0.24607
H  -4.48899  0.16383  2.81716
H  -4.41517  1.61498  4.79435
H  -4.21221  3.34996  4.60009
H  -2.79199  2.32280  4.58660
H  -3.54122  4.28569  2.41148
H  -3.24294  5.30137  0.27989
H  -4.35682  4.59116  -0.89439
H  -2.62645  4.29183  -0.99165
O  0.24442  2.52833  2.44368
H  -0.21693  3.17059  1.86729
H  -0.32818  1.74333  2.62011
O  1.68985  5.00208  1.34103
H  2.42156  4.83710  0.73407
H  0.87870  4.79070  0.84930
C  4.38188  2.03432  3.79887
H  5.28193  2.45651  3.34726
H  4.47635  0.94877  3.86222
H  4.33385  2.39877  4.83976
F  3.71628  3.40390  1.35153
O  3.28431  4.85827  4.09713
N  2.21080  5.34761  4.57122
O  2.21484  6.38026  5.25307
O  1.20012  4.64935  4.37792
S  1.67304  1.46422  6.31992
C  1.81213  1.82531  4.80142

- ⟨S²⟩ = 0.7546
- 2S+1 = 2
- total charge = -2
- HOMO-LUMO gap (spin up / spin down) (eV) = 4.735 / 6.991
- LUMO energy (spin up / spin down) (Eh) = 0.1407 / 0.1407

(2)
Here is a 10-piece molecular cluster, C13H46N2O16 overall in a non-equilibrium geometry from the OMol25 dataset. Energies are from ωB97M-V/def2-TZVPD.

Atoms and positions in Å:
C  19.44607  9.08857  18.80106
O  19.15414  10.09544  18.18759
N  20.70434  8.65944  18.80122
N  18.63536  8.30609  19.47084
H  20.97499  7.84149  19.32829
H  21.35138  9.33375  18.41814
H  17.67611  8.62090  19.44138
H  18.98957  7.68340  20.18279
C  15.81952  13.07192  9.31099
C  14.95016  12.71951  10.50430
O  13.83089  11.98778  10.04562
O  15.28244  14.14509  8.49600
H  16.13541  12.19619  8.74407
H  16.75526  13.41946  9.74883
H  14.66387  13.56856  11.12499
H  15.54418  12.06384  11.14097
H  13.39406  12.58527  9.43424
H  15.80403  14.35871  7.71888
C  17.08419  15.02371  14.46103
C  18.19098  15.78535  15.28415
O  18.30630  15.76222  16.64475
O  15.75379  15.26968  14.94003
H  17.27015  13.95140  14.52164
H  17.12461  15.32427  13.41407
H  18.06217  16.82973  14.99992
H  19.20412  15.51731  14.98446
H  18.82418  16.53783  16.87239
H  15.54770  14.85480  15.78086
C  15.64130  3.79246  17.94702
C  14.70271  4.61863  16.98649
O  13.61375  3.78229  16.55537
O  15.07149  3.73304  19.24549
H  16.57146  4.36070  17.94736
H  15.78287  2.76857  17.60103
H  15.16722  4.89945  16.04125
H  14.42672  5.56676  17.44797
H  12.78412  4.06561  16.94660
H  15.45792  2.94695  19.63834
C  20.21809  7.86445  10.83971
C  21.69376  7.89236  10.99242
O  22.07565  6.78011  11.60881
O  19.61713  7.91078  12.08910
H  19.84340  6.95573  10.36862
H  19.97125  8.71093  10.19890
H  21.93366  8.76362  11.60188
H  22.18077  8.06670  10.03297
H  21.74206  6.02941  11.11204
H  20.15193  7.29404  12.59429
C  10.95587  10.51210  14.73523
C  10.62566  10.95145  16.21009
O  10.15901  9.84170  17.02489
O  9.84463  9.99099  13.97717
H  11.75632  9.77653  14.81461
H  11.32905  11.36783  14.17260
H  9.77951  11.62872  16.09418
H  11.48572  11.40668  16.70118
H  9.20640  9.89629  17.13048
H  9.60627  9.11252  14.28226
C  12.42592  9.88892  21.93225
C  13.19020  8.86162  21.09005
O  13.51842  9.40100  19.81707
O  13.42239  10.77523  22.39596
H  11.81173  9.54552  22.76469
H  11.79820  10.56192  21.34819
H  12.50213  8.02285  20.98449
H  14.10095  8.51113  21.57565
H  12.70396  9.46623  19.31308
H  12.91476  11.45847  22.83991
O  14.62703  8.36585  11.30214
H  14.47955  9.31040  11.25416
H  14.93291  8.21585  12.19666
O  15.46387  12.30365  18.03828
H  14.94227  11.61689  18.45366
H  16.31459  12.25580  18.47442
O  15.96065  9.13255  14.86842
H  16.09547  9.64952  15.66265
H  16.75289  9.27667  14.35091

- total charge = 0
- energy relative to the best compared isomer or geometry (same formula, charge and spin) (eV) = 1.2898
- HOMO-LUMO gap (eV) = 10.202
- LUMO energy (Eh) = 0.0118
- structure (SMILES) = NC(N)=O.OCCO.OCCO.OCCO.OCCO.OCCO.OCCO.O.O.O

(3)
Here is C25H42BrClKMgO14 as an isolated structure in a non-equilibrium geometry from the OMol25 dataset. Energies are from ωB97M-V/def2-TZVPD.

Atoms and positions in Å:
C  6.64271  -3.51097  4.53467
O  6.18802  -2.14128  4.23532
C  5.66291  -2.07061  2.84191
C  4.73961  -0.70190  2.77994
C  3.95557  -0.50098  1.33183
C  4.11219  1.09262  0.94787
C  3.89101  1.44122  -0.63856
C  2.56795  2.42892  -0.86259
C  1.28865  1.37839  -1.07146
C  0.37653  0.89794  0.02637
C  0.51384  1.29808  1.61039
C  -0.89217  1.58975  2.39126
C  -1.89724  0.29496  2.49429
C  -2.60758  0.08398  3.95662
C  -3.88424  -0.96401  3.69339
O  -3.86384  -2.08744  4.67382
C  -4.58355  -3.21196  4.02203
C  -0.67082  -0.05739  -0.79493
O  -1.97946  -0.29485  -0.66902
O  0.23373  -0.62061  -1.85006
C  0.80324  0.63162  -2.45833
O  0.85134  0.99759  -3.73889
H  6.46530  -3.73755  5.68307
H  7.79942  -3.58789  4.36012
H  6.07180  -4.32683  3.87864
H  4.91522  -2.96965  2.61628
H  6.57643  -2.05182  2.08024
H  5.43418  0.20799  3.02584
H  3.91944  -0.74443  3.62779
H  4.32312  -1.24067  0.49273
H  2.80615  -0.75417  1.52094
H  5.23006  1.40574  1.21558
H  3.41307  1.69525  1.68111
H  3.61109  0.41797  -1.18556
H  4.87301  1.87660  -1.11940
H  2.66378  3.01628  -1.87196
H  2.39698  3.16418  0.05874
H  1.15990  0.51088  2.23877
H  1.14626  2.30561  1.66356
H  -1.42191  2.57226  1.96779
H  -0.60408  1.87225  3.51482
H  -2.76654  0.49008  1.70102
H  -1.34119  -0.68336  2.09771
H  -3.07548  1.07455  4.36796
H  -1.82281  -0.40126  4.68134
H  -3.76690  -1.44470  2.63122
H  -4.91551  -0.41403  3.86427
H  -5.36544  -2.81878  3.21802
H  -5.19590  -3.87555  4.80251
H  -3.80050  -3.88205  3.41993
O  2.88436  1.57782  3.70791
H  3.38477  1.63021  4.50168
O  1.52021  5.69033  0.46978
H  1.05178  5.85728  -0.38739
H  0.97374  5.13039  1.07809
H  1.79253  6.53808  0.90486
O  -2.18983  -3.39679  0.31651
H  -1.50606  -3.75883  -0.30271
H  -3.04568  -3.89058  0.23976
H  -2.32017  -2.42345  0.18321
Br  -3.46544  -4.56741  1.72919
C  -4.12785  -8.12260  0.95343
C  -5.40002  -8.94416  0.83771
O  -5.42658  -9.99787  1.53259
O  -6.27056  -8.46528  0.05818
H  -3.41468  -8.58758  1.64095
H  -3.65337  -8.03277  -0.02827
H  -4.36498  -7.12163  1.32615
C  -0.79193  3.09237  -7.78504
C  -0.59947  2.65959  -6.53748
C  -1.17797  3.38129  -5.37039
O  -0.99993  2.94895  -4.23707
C  -1.94850  4.60723  -5.63106
C  -2.13791  5.04174  -6.87844
C  -1.58275  4.30480  -8.04671
O  -1.78919  4.71877  -9.18257
O  -2.85874  6.19461  -7.13041
O  0.14492  1.52226  -6.28355
H  -0.37911  2.57630  -8.64269
H  -2.34827  5.13182  -4.77273
H  -2.85545  6.29605  -8.10725
H  0.13650  1.41757  -5.30721
K  -3.17056  2.87635  -7.23487
Cl  0.72944  5.65226  -1.88547
Mg  -4.97056  4.81297  -9.41762

- total charge = +1
- HOMO-LUMO gap (eV) = 1.223
- LUMO energy (Eh) = -0.2901